1.
{
  "formula": "C14H20FN2O10PS2",
  "method": "the ωB97M-V functional and the def2-TZVPD basis",
  "elements": ["S", "S", "P", "F", "O", "O", "O", "O", "O", "O", "O", "O", "O", "O", "N", "N", "C", "C", "C", "C", "C", "C", "C", "C", "C", "C", "C", "C", "C", "C", "H", "H", "H", "H", "H", "H", "H", "H", "H", "H", "H", "H", "H", "H", "H", "H", "H", "H", "H", "H"],
  "xyz": [[-1.18, -0.40, -3.03], [-2.76, -0.72, -0.44], [2.28, 1.87, -3.60], [-4.15, -0.67, -1.20], [3.22, 2.55, -2.71], [-2.94, -0.20, 0.87], [3.05, -0.15, -1.69], [0.02, 0.48, -3.63], [3.06, -1.99, -0.38], [-0.91, -1.79, -2.92], [-2.35, -2.07, -0.44], [-2.30, -0.20, -3.89], [1.40, 3.04, -4.33], [2.95, 1.00, -4.76], [-2.07, -0.91, 5.00], [0.01, 1.16, 2.26], [-0.44, 2.17, 1.66], [-1.11, 2.09, 0.29], [1.80, -0.56, -2.22], [-1.85, -2.03, 5.69], [-0.50, 0.94, -0.59], [-2.86, -2.27, 3.19], [-2.57, -1.05, 3.77], [-1.69, 0.36, -1.43], [4.63, -0.30, 0.16], [3.48, -0.92, -0.65], [0.63, 1.58, -1.45], [-2.62, -3.42, 3.93], [-2.10, -3.30, 5.21], [1.07, 0.77, -2.69], [-2.31, 1.22, -1.73], [0.42, 2.61, -1.74], [-0.91, 3.04, -0.22], [1.14, -1.04, -1.49], [-0.38, 3.17, 2.12], [-2.74, -0.12, 3.23], [4.39, 0.70, 0.52], [5.48, -0.25, -0.55], [4.93, -0.98, 0.96], [0.40, 1.48, 3.15], [-0.11, 0.15, 0.07], [-2.20, 2.01, 0.36], [-1.44, -1.88, 6.69], [-2.84, -4.40, 3.51], [1.95, -1.15, -3.13], [-1.90, -4.17, 5.81], [1.52, 1.63, -0.79], [1.21, 3.66, -3.60], [3.47, 1.57, -5.35], [-3.27, -2.33, 2.19]],
  "molar_mass_g_mol": 490.424,
  "charge": 0,
  "homo_ha": -0.3443
}

***

2.
{
  "formula": "C14H20N",
  "method": "the ωB97M-V functional and the def2-TZVPD basis",
  "elements": ["N", "C", "C", "C", "C", "C", "C", "C", "C", "C", "C", "C", "C", "C", "C", "H", "H", "H", "H", "H", "H", "H", "H", "H", "H", "H", "H", "H", "H", "H", "H", "H", "H", "H", "H"],
  "xyz": [[-1.42, -1.24, -0.07], [-1.83, 2.69, 0.10], [-0.09, 1.06, 1.95], [1.67, 1.38, -1.19], [2.97, -0.98, -0.47], [1.05, 1.35, 2.61], [-2.17, -0.96, -1.26], [-0.94, 1.91, -0.39], [-0.04, 0.97, 0.44], [-0.55, -2.38, -0.27], [1.19, 0.56, -0.15], [2.83, 0.93, -1.90], [1.99, -0.56, 0.28], [3.35, -0.29, -1.65], [-2.45, -1.42, 1.03], [-2.37, 3.41, -0.49], [4.25, -0.54, -2.21], [-1.89, -1.78, 1.92], [-1.00, 1.12, 2.53], [3.60, -1.82, -0.16], [-2.65, -0.05, -1.01], [-1.66, -0.73, -2.14], [-3.32, -2.08, 0.84], [-0.61, -2.62, -1.33], [0.87, 1.39, 3.68], [-0.77, 1.87, -1.51], [1.17, 2.31, -1.35], [-1.96, 2.52, 1.22], [1.94, 1.48, 2.18], [3.32, 1.50, -2.67], [-0.81, -3.22, 0.40], [-2.86, -1.81, -1.35], [0.47, -2.34, 0.03], [-2.95, -0.48, 1.28], [1.67, -1.15, 1.06]],
  "molar_mass_g_mol": 202.321,
  "relative_energy_kj_mol": 484.41,
  "charge": 1,
  "homo_ha": [-0.4520, -0.4520]
}

***

3.
{
  "formula": "C14H20N2O",
  "method": "the ωB97M-V functional and the def2-TZVPD basis",
  "elements": ["O", "N", "N", "C", "C", "C", "C", "C", "C", "C", "C", "C", "C", "C", "C", "C", "C", "H", "H", "H", "H", "H", "H", "H", "H", "H", "H", "H", "H", "H", "H", "H", "H", "H", "H", "H", "H"],
  "xyz": [[2.41, 1.73, -1.91], [1.68, -0.60, 1.64], [0.14, 1.71, -1.02], [0.08, 0.61, -2.08], [-0.29, -1.84, 1.29], [1.76, -2.61, 0.19], [1.90, 3.01, -0.01], [-1.02, 2.63, -0.90], [-1.18, -2.69, 0.68], [0.65, -0.02, 2.34], [-0.53, -3.55, -0.17], [0.94, -3.58, -0.30], [1.17, -1.67, 0.95], [-0.61, -0.63, 2.12], [-1.32, 0.01, -1.92], [-2.03, -0.29, 2.56], [1.49, 2.15, -1.12], [2.57, -0.02, 1.35], [2.03, 3.93, -0.51], [-2.65, -0.78, 1.79], [-2.40, -0.75, 3.53], [-2.19, 0.71, -2.03], [-1.72, -0.64, -2.88], [0.99, 0.95, 2.57], [1.01, -0.06, -1.87], [-1.66, -0.49, -0.94], [0.15, 0.94, -3.30], [2.87, 2.86, 0.44], [-2.35, -2.67, 0.69], [-0.93, 3.57, -0.27], [2.77, -2.39, -0.34], [-1.87, 2.03, -0.69], [1.39, -4.36, -0.99], [-1.30, 3.15, -1.69], [-2.02, 0.86, 2.66], [-1.06, -4.29, -0.72], [1.14, 3.07, 0.85]],
  "molar_mass_g_mol": 232.327,
  "relative_energy_kj_mol": 521.60,
  "charge": 0,
  "homo_ha": -0.2842
}